Entry 1:
Formula: C8H9N2O2
Source: the OMol25 dataset
Level of theory: ωB97M-V/def2-TZVPD

Computed properties:
Electronic energy ... -569.93285 hartree
Net charge ... +1
LUMO level ... -3.92 eV
Orbital gap ... 9.5 eV
Structure (SMILES) ... [NH3+][C@]1(O)NC(=O)c2ccccc21
Maximum force ... 0.1100 Eh/bohr

Cartesian coordinates (Å):
N  -1.3971  1.9799  -0.2866
C  -0.0233  1.3755  -0.4439
O  0.9961  2.2623  -0.4660
N  -0.1939  0.6051  -1.9888
C  0.6665  -0.5155  -1.9411
O  1.3434  -0.9557  -2.8441
C  0.6152  -1.0061  -0.5489
C  0.6612  -2.2336  0.0414
C  0.3525  -2.4483  1.4151
C  0.0400  -1.3188  2.2314
C  -0.0683  -0.1284  1.5934
C  0.2021  0.0878  0.2919
H  -2.0638  1.4011  0.2925
H  -1.7840  2.1022  -1.2969
H  -1.3223  2.9500  0.1444
H  1.7868  1.8829  -0.0054
H  -0.0612  1.1867  -2.7264
H  0.9561  -3.1945  -0.4468
H  0.3161  -3.3822  1.9027
H  -0.6433  -1.4083  3.0630
H  -0.3788  0.7577  2.0192



Entry 2:
Formula: C8H9N2O2S
Source: the OMol25 dataset
Level of theory: ωB97M-V/def2-TZVPD

Computed properties:
Electronic energy ... -968.01788 hartree
Net charge ... +1
LUMO level (spin up / spin down) ... -3.65 / -3.65 eV
Orbital gap (spin up / spin down) ... 7.1 / 7.1 eV
Maximum force ... 0.0787 Eh/bohr

Cartesian coordinates (Å):
C  -1.4497  -1.0145  2.4686
C  -1.8067  -1.9015  1.3757
C  -0.5556  -0.0129  2.3484
C  -1.3200  -1.5462  0.0903
C  0.0617  0.2765  1.1177
C  -0.3268  -0.5060  -0.0330
C  0.7355  1.5122  0.9556
C  0.1991  -0.7937  -2.4346
N  0.2420  -0.1676  -1.3040
N  0.7941  -0.3255  -3.5555
O  2.1196  3.5675  1.3447
O  1.6370  1.6465  -0.1634
S  2.3033  2.0622  1.2103
H  -1.8875  -1.3127  3.4393
H  -2.5766  -2.7196  1.4851
H  -0.3415  0.4997  3.2539
H  -1.5559  -2.1289  -0.7171
H  -0.2188  -1.6959  -2.5915
H  0.9192  0.6309  -1.4484
H  1.2377  4.0217  1.0513
H  0.3475  -0.5683  -4.4331
H  1.4425  0.4762  -3.4603